--- 1 ---
ORCA calculation (ωB97M-V/def2-TZVPD) on a cluster of 2 separate species, C5H9NO3 in total.

Its HOMO-LUMO gap (alpha / beta) is 7.71 / 7.71 eV. The calculation puts the LUMO energy (alpha / beta) at 0.020 / 0.020 Ha. The value obtained for the HOMO energy (alpha / beta) is -7.17 / -7.17 eV.

Geometry as XYZ:
```
18
C5H9NO3 ωB97M-V/def2-TZVPD
C -0.5086 0.7766 0.3976
C -0.7532 1.6898 -0.7817
C 1.6964 0.1678 -0.0275
N -0.2839 -2.3937 0.0866
C 1.6120 -1.0339 -0.5947
C 0.1985 -1.3301 -0.5597
O -1.6834 0.0752 0.7139
O -0.1296 1.4365 1.5563
O 2.2714 1.0777 0.4966
H -1.6951 0.0007 1.6768
H 0.8098 1.6808 1.4761
H -1.2842 -2.4953 0.1750
H 0.2896 -2.8496 0.7802
H 2.4158 -1.6864 -0.9252
H -0.4991 -0.8856 -1.2541
H 0.1495 2.2564 -1.0078
H -1.0445 1.1255 -1.6691
H -1.5614 2.3878 -0.5394
```


--- 2 ---
ORCA calculation (ωB97M-V/def2-TZVPD) on a cluster of 2 separate species, C5H9NO3 in total.

Its HOMO-LUMO gap is 10.13 eV. The calculation puts the LUMO energy at 0.022 Ha. As for the SMILES: NOC(=O)O.CC#CC. The value obtained for the HOMO energy is -9.54 eV.

Geometry as XYZ:
```
18
C5H9NO3 ωB97M-V/def2-TZVPD
N -0.0023 -2.3142 0.6447
O 0.9895 -1.2985 0.7147
C 1.4472 -0.8346 -0.5247
O 1.2022 -1.3892 -1.5722
O 2.6348 -0.2231 -0.3055
H 0.2510 -2.8918 -0.1604
H -0.8698 -1.8123 0.4353
H 3.2016 -0.3329 -1.0854
C 0.4485 1.8020 1.4988
C -0.4555 1.0511 0.6578
C -1.0270 0.6032 -0.3212
C -2.2288 0.4300 -1.1330
H 0.8534 2.6292 0.9069
H 1.2776 1.2220 1.9043
H -0.0457 2.2083 2.3827
H -2.0847 -0.2905 -1.9385
H -3.0564 0.0654 -0.5218
H -2.5358 1.3757 -1.5822
```


Comparing the structures above, 1 comes out on top by 8.3 kJ/mol.